Molecular formula: C44H54B2Cl2GeInN8OS3
Method: DFT, ωB97M-V/def2-TZVPD

Results
frontier orbital gap: 6.89 eV
max |F|: 0.908 eV Å⁻¹
charge: -1
lowest unoccupied orbital energy: 2.214 eV

Last column: Löwdin charge in e.
Atoms and positions in Å:
1 In 0.87039 -0.56439 -0.72505  0.400
2 C 3.03437 -4.43760 1.74254  -0.033
3 C 1.67979 -4.67005 1.07223  -0.521
4 C 1.41748 -6.17398 1.01880  -0.058
5 C 1.67006 -4.12653 -0.35989  -0.037
6 N 0.59212 -4.01481 1.87471  0.022
7 C -0.46762 -4.70284 2.43875  -0.040
8 C -1.27159 -3.79274 3.02382  -0.056
9 N -0.73395 -2.55118 2.81114  0.013
10 B -1.48841 -1.25868 3.26911  -0.575
11 N -0.41730 -0.30903 3.90098  0.015
12 C 0.27947 -0.83655 4.97518  -0.082
13 C 1.30580 -0.02813 5.25239  -0.073
14 N 1.26700 1.02857 4.34548  -0.003
15 C 0.17835 0.86072 3.51001  -0.713
16 S -0.32749 1.85516 2.24790  0.720
17 C 2.39097 2.01213 4.36663  -0.526
18 C 2.32305 3.09072 3.29022  -0.095
19 C 3.69387 1.22381 4.16632  -0.025
20 C 2.37550 2.70555 5.73372  -0.036
21 N -2.33663 -0.60084 2.14651  0.017
22 C -3.33828 0.26508 2.64455  -0.093
23 C -4.33717 0.69014 1.85368  -0.083
24 N -4.22601 0.54007 0.49778  -0.063
25 C -2.22688 -0.70272 0.82129  -0.642
26 S -1.62352 -2.02085 -0.06483  0.669
27 C -5.31798 0.63391 -0.47815  -0.567
28 C -6.64867 0.35083 0.21545  -0.052
29 C -5.10651 -0.40936 -1.58596  -0.031
30 C -5.33556 2.03949 -1.09182  -0.027
31 C 0.39614 -2.68752 2.10018  -0.663
32 S 1.44674 -1.38327 1.70006  0.755
33 H 3.81626 -4.89867 1.13598  0.095
34 H 3.05090 -4.88355 2.74109  0.088
35 H 3.25140 -3.37561 1.82329  0.044
36 H 2.21577 -6.62650 0.43273  0.090
37 H 0.46974 -6.39918 0.52565  0.091
38 H 1.43033 -6.62711 2.01263  0.083
39 H 2.15963 -4.83362 -1.03223  0.090
40 H 2.21335 -3.18828 -0.42702  0.031
41 H 0.64683 -3.97751 -0.70895  0.076
42 H -0.56442 -5.77018 2.40475  0.108
43 H -2.19488 -3.92436 3.56091  0.122
44 H -2.24501 -1.61222 4.14650  0.118
45 H -0.01460 -1.76279 5.44060  0.121
46 H 2.06704 -0.12094 6.00518  0.110
47 H 2.33274 2.66488 2.28980  0.013
48 H 3.20504 3.72543 3.41575  0.094
49 H 1.42842 3.69934 3.38195  0.066
50 H 3.59707 0.56753 3.29936  0.072
51 H 3.94032 0.60743 5.03260  0.076
52 H 4.52109 1.91467 3.99380  0.086
53 H 1.42966 3.23342 5.86671  0.092
54 H 3.19016 3.43047 5.78813  0.086
55 H 2.49343 1.99568 6.55366  0.070
56 H -3.32152 0.45791 3.70475  0.111
57 H -5.20762 1.17551 2.27239  0.114
58 H -6.63562 -0.63396 0.68950  0.094
59 H -7.44957 0.37437 -0.52424  0.082
60 H -6.87687 1.10210 0.97355  0.071
61 H -4.76407 -1.35625 -1.16352  0.086
62 H -4.36931 -0.07832 -2.31903  0.083
63 H -6.04586 -0.57990 -2.11596  0.081
64 H -5.60168 2.78351 -0.33673  0.085
65 H -6.06023 2.09294 -1.90897  0.085
66 H -4.35007 2.29116 -1.49052  0.060
67 Cl -1.76515 3.52662 -2.78143  0.687
68 C -0.25250 3.59504 -1.93504  -0.576
69 C 0.42241 4.81777 -1.84986  -0.131
70 C 1.60018 4.92300 -1.16273  -0.613
71 Cl 2.40932 6.46915 -1.08031  0.648
72 C 2.15699 3.79837 -0.51755  -0.162
73 C 3.35699 3.79622 0.22646  -0.017
74 C 3.80198 2.63969 0.80405  -0.067
75 C 3.05454 1.46356 0.64436  -0.165
76 N 1.93992 1.43894 -0.04836  0.042
77 C 1.47202 2.56622 -0.62854  -0.156
78 C 0.23558 2.42183 -1.35820  -0.417
79 O -0.33227 1.27623 -1.43704  -0.208
80 H -0.00100 5.68758 -2.33364  0.101
81 H 3.91333 4.71814 0.33278  0.094
82 H 4.72204 2.61344 1.37202  0.118
83 H 3.38556 0.52541 1.07380  0.082
84 Ge 0.32243 -1.23372 -3.21160  0.872
85 C 0.67099 0.19637 -4.51382  -0.349
86 C 1.80974 0.99988 -4.43464  -0.116
87 C 2.01562 2.03725 -5.33550  -0.092
88 C 1.08216 2.28617 -6.33261  -0.106
89 C -0.05784 1.49797 -6.42142  -0.103
90 C -0.26267 0.46634 -5.51447  -0.128
91 C 1.34650 -2.84869 -3.70675  -0.361
92 C 0.70733 -4.08850 -3.77818  -0.147
93 C 1.43199 -5.25686 -3.98398  -0.116
94 C 2.81434 -5.20398 -4.11097  -0.114
95 C 3.46612 -3.97821 -4.04410  -0.085
96 C 2.73593 -2.81269 -3.84686  -0.119
97 H -1.14932 -1.63889 -3.47431  -0.029
98 H 2.54205 0.82070 -3.65191  0.095
99 H 2.90030 2.65851 -5.25184  0.100
100 H 1.23643 3.10039 -7.03092  0.093
101 H -0.79763 1.70041 -7.18801  0.094
102 H -1.16067 -0.13861 -5.57991  0.086
103 H -0.37163 -4.13530 -3.66899  0.088
104 H 0.91830 -6.21140 -4.03654  0.093
105 H 3.38055 -6.11608 -4.26097  0.092
106 H 4.54553 -3.92748 -4.12844  0.103
107 H 3.26058 -1.86578 -3.78155  0.089
108 B 5.82102 -1.31530 -1.24134  -0.430
109 C 4.26423 -1.12352 -1.17288  -0.214
110 N 3.11921 -0.97660 -1.11817  0.053
111 H 6.05857 -2.45066 -0.87610  -0.004
112 H 6.16863 -1.13438 -2.39085  -0.003
113 H 6.30614 -0.48864 -0.49089  -0.006
114 C -2.83659 0.47008 0.08081  -0.176
115 H -2.72856 0.33881 -0.98556  0.096
116 H -2.31132 1.38096 0.39128  0.091

Cartesian forces (eV/Å) of the 6 atoms listed first:
In -0.39 0.40 -0.23
C -0.07 0.03 0.06
C 0.12 0.05 -0.05
C -0.10 0.03 0.05
C -0.02 0.06 0.06
N -0.08 -0.05 -0.09